[1]
The following is a DFT calculation (ωB97M-V/def2-TZVPD) of a structure of composition CH2FMg.

```
5
Properties=species:S:1:pos:R:3:lowdin_charge:R:1
H -0.377 1.477 0.577 0.180
Mg -0.735 -0.732 1.018 1.046
C 0.705 0.661 -0.180 -0.147
F 0.352 -0.127 -1.271 -0.155
H 1.809 0.666 -0.161 0.076
```

M: 57.330 g/mol
Relative energy (zero: lowest compared OMol25 entry of this formula, charge and spin): 0.0 kcal per mole
Frontier orbital gap (alpha / beta): 7.88 / 6.62 eV
Total charge: +1
Max |F|: 5.1 eV Å⁻¹
Multiplicity: 1

=====

[2]
The following is a DFT calculation (ωB97M-V/def2-TZVPD) of the molecule C2H4N2O2.

```
10
Properties=species:S:1:pos:R:3:lowdin_charge:R:1
N -0.478 0.943 1.498 0.157
C 0.364 0.504 0.505 -0.577
O 1.535 0.808 0.421 0.075
N -0.282 -0.305 -0.440 0.131
C 0.311 -0.896 -1.493 -0.331
O -0.254 -1.564 -2.337 0.026
H -0.003 1.394 2.266 0.111
H -1.289 0.395 1.749 0.101
H -1.289 -0.430 -0.421 0.158
H 1.385 -0.849 -1.748 0.150
```

M: 88.066 g/mol
Relative energy (zero: lowest compared OMol25 entry of this formula, charge and spin): 11.0 kcal per mole
Frontier orbital gap: 10.66 eV
Max |F|: 3.6 eV Å⁻¹
Multiplicity: 1

=====

[3]
The following is a DFT calculation (ωB97M-V/def2-TZVPD) of a structure of composition C48H51N8O5ScSi.

```
114
Properties=species:S:1:pos:R:3:lowdin_charge:R:1
Sc -2.141 0.196 -0.488 0.986
N 3.171 -0.292 -1.232 0.135
C 2.292 -0.303 -0.195 -0.567
O 2.704 -0.873 0.837 0.015
C 1.185 0.637 -0.338 -0.241
C -0.115 0.367 0.421 -0.250
H 3.815 -1.119 -1.231 0.104
H 2.697 -0.277 -2.215 0.120
H 1.050 0.898 -1.326 0.033
H 1.532 1.837 -0.132 0.171
H -0.208 0.893 1.387 0.037
H 0.095 -0.668 0.772 0.031
C -5.672 -0.629 2.055 -0.149
Si -5.663 0.099 0.223 0.377
C -5.715 -1.372 -0.963 -0.176
C -7.317 0.891 0.036 -0.203
N -4.268 1.030 -0.272 -0.130
C -4.370 2.355 0.061 -0.346
C -5.229 2.965 1.052 -0.048
C -4.995 4.335 1.421 -0.089
C -3.991 5.130 0.897 -0.159
C -3.171 4.598 -0.022 -0.064
C -3.383 3.312 -0.408 -0.128
O -2.411 2.540 -1.197 -0.109
C -1.726 3.005 -2.292 -0.316
C -2.344 3.282 -3.474 -0.030
C -1.618 3.698 -4.514 -0.102
C -0.211 3.824 -4.422 -0.069
C 0.412 3.641 -3.159 -0.050
C -0.401 3.269 -2.081 -0.007
H -4.819 -1.470 1.674 0.084
H -6.437 -1.184 2.274 -0.097
H -5.341 -0.062 3.153 0.116
H -5.977 -1.082 -2.167 0.127
H -6.600 -1.680 -0.517 -0.036
H -5.146 -2.200 -1.026 -0.064
H -7.652 0.939 1.082 0.022
H -7.934 0.055 -0.395 0.032
H -7.519 1.775 -0.637 0.057
H -6.093 2.490 1.429 0.057
H -5.599 4.729 2.242 0.091
H -3.866 6.153 1.194 0.087
H -2.297 5.277 -0.390 0.157
H -3.514 3.160 -3.547 0.176
H -2.062 3.975 -5.436 0.088
H 0.431 4.128 -5.173 0.063
H 1.480 3.606 -3.129 0.095
H 0.053 3.080 -1.078 0.124
C 10.159 -3.250 -3.515 -0.130
O 9.148 -3.940 -4.213 -0.160
C 7.810 -3.721 -3.769 -0.319
C 7.379 -2.459 -3.569 0.009
C 5.941 -2.339 -3.236 0.014
C 5.094 -3.442 -3.072 -0.303
C 5.735 -4.769 -3.154 -0.063
C 7.025 -4.854 -3.531 -0.085
N 3.749 -3.389 -3.076 -0.049
N 3.170 -2.521 -3.819 0.058
C 1.790 -2.256 -3.571 -0.214
C 1.215 -1.167 -4.242 -0.119
C 0.148 -0.445 -4.005 -0.034
C -0.713 -0.873 -2.924 -0.307
O -1.642 -0.017 -2.539 -0.192
C -0.224 -2.087 -2.199 -0.024
N -1.104 -2.520 -1.022 -0.135
C -0.609 -3.369 -0.225 -0.123
C 0.802 -3.859 -0.255 -0.004
C 1.570 -3.663 -1.485 0.006
C 1.061 -2.579 -2.330 -0.125
H 11.075 -3.525 -4.113 0.095
H 10.158 -3.413 -2.439 0.086
H 10.124 -2.120 -3.702 0.091
H 7.836 -1.650 -3.702 0.027
H 5.665 -1.404 -2.952 0.052
H 5.062 -5.591 -2.535 0.158
H 7.632 -6.104 -3.564 0.200
H 1.670 -1.019 -5.145 0.076
H -0.345 0.379 -4.498 0.113
H -1.281 -3.715 0.611 0.128
H 1.238 -4.702 0.198 0.060
H 2.534 -3.912 -1.483 0.017
C 3.183 3.391 2.811 -0.096
C 2.594 2.410 3.687 -0.359
C 2.186 1.158 3.254 -0.025
C 1.468 0.202 3.984 -0.011
C 1.249 0.432 5.307 -0.268
N 0.651 -0.421 6.226 0.107
C -0.364 -1.385 6.066 -0.569
O -0.748 -1.962 7.065 0.001
N -0.776 -1.567 4.739 0.084
C -1.446 -0.626 4.169 -0.362
C -2.081 0.501 4.751 -0.060
C -2.950 1.259 4.001 -0.119
C -3.002 1.122 2.619 -0.192
N -2.401 0.041 2.044 -0.053
C -1.697 -0.809 2.694 -0.113
C 1.666 1.700 5.857 -0.020
C 2.395 2.665 5.058 -0.058
H 3.570 2.848 1.887 0.098
H 4.019 3.893 3.353 0.078
H 2.421 4.170 2.490 0.097
H 2.055 1.046 2.129 0.101
H 1.082 -0.707 3.591 0.100
H 0.885 -0.211 7.200 0.135
H -3.435 -4.437 5.136 0.012
H -2.026 0.549 5.932 0.141
H -3.624 1.994 4.615 0.127
H -3.637 1.583 1.876 0.045
H -1.051 -1.859 2.261 0.180
H 1.614 2.015 6.929 0.096
H 2.672 3.613 5.595 0.104
C -2.518 -1.997 -0.909 -0.179
H -2.882 -2.702 -0.027 0.059
H -3.054 -2.567 -2.071 0.160
```

M: 893.029 g/mol
Relative energy (zero: lowest compared OMol25 entry of this formula, charge and spin): 294.1 kcal per mole
Frontier orbital gap (alpha / beta): 5.81 / 4.67 eV
Total charge: -2
Max |F|: 10.1 eV Å⁻¹
Multiplicity: 1

=====

[4]
The following is a DFT calculation (ωB97M-V/def2-TZVPD) of a cluster of 2 separate species, CHFI2S in total.

```
6
Properties=species:S:1:pos:R:3:lowdin_charge:R:1
F -2.149 -0.454 1.699 -0.046
C -1.339 -0.082 0.708 -0.794
S -0.988 -0.961 -0.511 0.736
H -1.104 1.003 0.899 0.085
I 3.384 -0.920 -1.117 0.013
I 2.196 1.413 -1.678 0.005
```

M: 317.892 g/mol
Relative energy (zero: lowest compared OMol25 entry of this formula, charge and spin): 2.8 kcal per mole
Frontier orbital gap: 7.59 eV
Max |F|: 3.2 eV Å⁻¹
Multiplicity: 1

=====

[5]
The following is a DFT calculation (ωB97M-V/def2-TZVPD) of a structure of composition C2H42BeFO21.

```
67
Properties=species:S:1:pos:R:3:lowdin_charge:R:1
Be 2.200 -10.655 13.059 -0.015
F 2.479 -11.059 11.642 -0.275
O 1.102 -9.518 13.148 -0.225
C 1.961 -8.473 13.470 -0.268
C 2.917 -9.049 14.465 -0.251
O 3.324 -10.252 13.931 -0.224
H 1.638 -7.504 13.828 0.085
H 2.504 -8.197 12.537 0.117
H 2.424 -9.240 15.425 0.104
H 3.762 -8.314 14.538 0.117
O 1.530 -7.751 9.928 -0.035
H 1.704 -6.874 10.277 0.005
H 0.773 -8.048 10.396 -0.037
O 4.597 -12.640 12.883 -0.036
H 4.567 -13.588 12.775 0.031
H 5.489 -12.411 12.610 0.030
O 0.259 -5.845 15.757 -0.072
H -0.538 -5.449 15.327 0.077
H 1.006 -5.200 15.655 0.080
O 3.937 -6.607 16.425 -0.024
H 3.735 -6.033 15.705 -0.004
H 3.092 -6.996 16.522 -0.021
O 1.304 -12.113 13.903 0.059
H 0.323 -12.030 13.839 0.113
H 1.494 -13.019 13.650 0.095
O 3.849 -11.569 16.294 -0.049
H 3.469 -10.913 16.852 -0.029
H 3.687 -11.260 15.397 -0.012
O 3.440 -5.434 13.864 -0.038
H 2.506 -5.468 13.629 -0.002
H 3.643 -4.551 13.651 0.052
O -0.549 -9.231 15.168 -0.014
H 0.179 -9.164 14.560 -0.021
H -1.183 -9.534 14.578 0.015
O 3.518 -9.358 18.096 -0.055
H 2.786 -9.067 17.578 -0.043
H 4.292 -9.058 17.594 -0.006
O 6.162 -6.168 13.616 -0.045
H 5.229 -5.967 13.649 -0.035
H 6.149 -7.112 13.672 -0.014
O 1.127 -11.017 16.815 -0.048
H 1.105 -11.762 16.186 0.032
H 0.547 -10.377 16.408 -0.016
O -0.965 -7.059 13.323 -0.050
H -1.852 -7.297 13.624 0.070
H -0.310 -7.303 13.988 -0.004
O 1.516 -7.668 17.374 -0.073
H 1.537 -7.063 18.143 0.088
H 0.827 -7.302 16.767 0.031
O 6.392 -11.392 14.884 -0.053
H 5.540 -11.333 15.217 -0.057
H 6.521 -10.704 14.210 -0.016
O -0.556 -9.149 11.225 -0.073
H 0.012 -9.287 12.027 -0.008
H -1.399 -8.934 11.591 0.000
O 5.716 -8.512 16.733 -0.070
H 6.482 -8.445 16.118 0.073
H 5.193 -7.815 16.319 -0.018
O 4.333 -7.245 11.432 -0.051
H 4.119 -7.294 12.373 -0.015
H 3.813 -6.497 11.083 0.040
O 1.086 -5.125 12.664 -0.018
H 0.741 -4.260 12.488 0.061
H 0.388 -5.751 12.834 0.004
O 5.895 -9.395 13.314 0.001
H 5.070 -9.704 13.582 -0.022
H 6.154 -9.950 12.595 0.061
```

M: 430.347 g/mol
Relative energy (zero: lowest compared OMol25 entry of this formula, charge and spin): 0.0 kcal per mole
Frontier orbital gap: 7.58 eV
Total charge: -1
Max |F|: 4.0 eV Å⁻¹
Multiplicity: 1

=====

[6]
The following is a DFT calculation (ωB97M-V/def2-TZVPD) of a structure of composition C16H16ClN4O2ReS2Se.

```
43
Properties=species:S:1:pos:R:3:lowdin_charge:R:1
Re 0.044 -0.044 0.025 1.101
C -2.040 -3.997 -5.713 -0.047
C -1.606 -4.251 -4.299 -0.363
C -1.531 -5.538 -3.784 -0.052
C -1.118 -5.639 -2.467 -0.159
N -0.805 -4.596 -1.713 0.044
C -0.909 -3.388 -2.303 -0.775
S -0.514 -2.007 -1.357 0.643
N -1.301 -3.179 -3.576 0.076
H -2.266 -4.926 -6.239 0.066
H -1.248 -3.480 -6.258 0.077
H -2.935 -3.373 -5.721 0.077
H -1.778 -6.413 -4.368 0.092
H -1.028 -6.603 -1.976 0.101
S 3.669 -2.932 -0.177 1.023
C 3.874 -1.633 -1.277 -0.395
C 2.810 -0.804 -1.205 -0.238
N 1.831 -1.166 -0.303 -0.329
C 2.173 -2.272 0.298 -0.517
H 4.746 -1.551 -1.903 0.061
H 2.680 0.095 -1.789 0.112
H 1.552 -2.742 1.047 0.022
O -1.974 0.006 -0.382 -0.342
H -2.453 0.661 -0.908 0.101
H -2.644 -0.629 -0.082 0.085
O 1.364 0.782 0.830 -0.539
Cl 1.729 2.857 6.359 0.593
C 0.995 2.540 4.800 -0.679
C 1.077 3.489 3.795 -0.130
C 0.495 3.237 2.557 -0.055
C -0.173 2.037 2.320 -0.336
C -0.805 1.752 0.978 -0.284
C -0.247 1.099 3.340 -0.156
C 0.333 1.343 4.576 -0.099
H 1.595 4.424 3.969 0.091
H 0.567 3.985 1.778 0.103
H -0.652 2.601 0.295 0.051
H -1.884 1.607 1.124 0.048
H -0.776 0.142 3.144 -0.089
H 0.267 0.600 5.361 0.103
Se -0.455 -1.412 2.160 0.663
C -0.824 -2.292 3.764 -0.739
N -1.053 -2.839 4.759 -0.008
```

M: 661.084 g/mol
Relative energy (zero: lowest compared OMol25 entry of this formula, charge and spin): 106.8 kcal per mole
Frontier orbital gap (alpha / beta): 6.14 / 6.03 eV
Total charge: -1
⟨S²⟩: 3.7695
Max |F|: 4.2 eV Å⁻¹
Multiplicity: 4